(1)
9
Properties=species:S:1:pos:R:3 method="wB97M-V/def2-TZVPD" lumo_energy_ev="0.2 / 0.8" de_lowest_kcal_mol=91.1 total_energy_ev=-29227.144 max_force_ha_per_bohr=0.060
C -0.9387 0.1225 0.6392
C 1.7532 -0.3618 -0.5476
O 1.1639 -1.5260 -0.7131
Cl -1.8740 -1.3145 0.6456
Cl 3.0076 -0.2009 0.6774
H -0.1845 0.3049 1.3818
H -1.1897 1.0601 0.2188
H 1.6144 0.4391 -1.2456
H 1.4331 -2.1165 -0.0698

=====

(2)
9
Properties=species:S:1:pos:R:3 method="wB97M-V/def2-TZVPD" lumo_energy_ev=0.7 de_lowest_kcal_mol=12.7 total_energy_ev=-38018.472 max_force_ha_per_bohr=0.051 smiles=SCC(Cl)Cl
C 0.4048 -0.3111 0.4147
C -1.0019 -0.0789 -0.0601
H 2.1092 0.1152 -1.0944
H 0.8858 -1.3140 0.1583
H 0.3599 -0.1346 1.5692
H -1.6833 -0.8081 0.4532
S 1.5131 1.0130 -0.2607
Cl -1.0747 -0.1035 -1.7324
Cl -1.5129 1.6220 0.5522

=====

(3)
10
Properties=species:S:1:pos:R:3 method="wB97M-V/def2-TZVPD" lumo_energy_ev="-1.2 / -1.2" de_lowest_kcal_mol=93.7 total_energy_ev=-45894.396 max_force_ha_per_bohr=0.083
C 1.4022 0.8210 1.5027
C -0.6511 -0.4435 -1.8848
Si -1.3392 -0.4944 -0.2632
S 0.0712 1.6446 1.0819
Cl -0.7985 -1.8681 1.0831
Cl 3.0360 1.1225 1.1213
H 1.3600 -0.1385 2.1707
H -0.2924 -1.4642 -2.2304
H -0.4086 0.4355 -2.4416
H -2.3796 0.3851 -0.1398

=====

(4)
11
Properties=species:S:1:pos:R:3 method="wB97M-V/def2-TZVPD" total_charge=+1 lumo_energy_ev=-4.2 de_lowest_kcal_mol=10.0 total_energy_ev=-42678.625 max_force_ha_per_bohr=0.057
C -0.4615 0.4431 0.0985
C -3.2675 0.0280 0.0086
N 0.7935 0.1366 -0.1284
N -1.4374 -0.3957 0.0664
Cl -3.9774 -1.3174 0.8018
Cl -3.5755 0.1474 -1.6771
Cl -3.3604 1.5124 0.8701
H -0.6835 1.4738 0.3583
H 1.5287 0.8211 -0.0325
H 1.0722 -0.8005 -0.3962
H -1.3045 -1.3632 -0.1985

=====

(5)
8
Properties=species:S:1:pos:R:3 method="wB97M-V/def2-TZVPD" lumo_energy_ev="0.1 / 0.5" de_lowest_kcal_mol=106.5 total_energy_ev=-17374.303 max_force_ha_per_bohr=0.041
C 1.4213 -0.2065 -0.1381
C -1.3042 0.3078 0.2112
F 1.4467 -1.4586 0.3406
Cl -1.8483 0.7914 -1.2975
H 1.1367 0.5461 0.5419
H 1.3168 -0.3204 -1.1866
H -1.3351 -0.6599 0.7162
H -0.8340 1.0001 0.8123

=====

(6)
10
Properties=species:S:1:pos:R:3 method="wB97M-V/def2-TZVPD" lumo_energy_ev=0.8 de_lowest_kcal_mol=4.7 total_energy_ev=-20358.669 max_force_ha_per_bohr=0.075 smiles="[H]/N=C(/N)[C@@H](F)Cl"
C 0.4124 -0.2865 -0.0301
C -0.9840 0.2107 0.3965
H 2.1254 0.2662 -0.8458
H 0.9865 1.5359 -0.6293
H 0.0396 -2.0035 0.6472
H -1.1362 0.1273 1.5038
N 1.0908 0.5812 -0.8323
N 0.7548 -1.4729 0.1598
F -1.1011 1.5869 0.1547
Cl -2.1882 -0.5453 -0.5245